[1]
The following is a quantum chemistry calculation of an isolated molecule of C16H23N3O3S, from the Open Molecules 2025 dataset.

ORCA input file:
```
! wB97M-V def2-TZVPD RIJCOSX def2/J DEFGRID3
* xyz 0 1
C -6.060 -1.430 -0.581
H -6.679 -2.198 -0.105
O -4.821 -1.962 -0.990
C -4.087 -2.595 0.035
C -3.448 -1.601 1.006
N -2.702 -0.633 0.235
C -2.145 0.451 0.826
N -1.635 1.426 0.031
C -0.956 2.563 0.617
C 0.559 2.364 0.564
N 0.959 2.186 -0.819
C 0.312 1.018 -1.380
H 0.631 0.904 -2.419
C -1.207 1.223 -1.336
H -1.703 0.368 -1.793
H -1.460 2.125 -1.903
H 0.563 0.094 -0.829
C 2.399 2.231 -1.033
C 3.175 1.123 -0.361
C 3.627 1.274 0.942
C 4.300 0.259 1.617
C 4.503 -0.915 0.936
C 4.054 -1.079 -0.375
C 3.390 -0.081 -1.041
H 3.059 -0.220 -2.058
O 4.392 -2.332 -0.818
C 5.075 -2.948 0.253
O 5.135 -2.060 1.347
H 6.097 -3.210 -0.066
H 4.543 -3.866 0.551
H 4.650 0.386 2.628
H 3.462 2.211 1.452
H 2.563 2.196 -2.114
H 2.744 3.201 -0.664
H 1.053 3.252 0.962
H 0.827 1.498 1.192
H -1.288 2.677 1.649
H -1.229 3.450 0.039
S -2.134 0.560 2.483
H -3.019 -0.565 -0.723
H -2.771 -2.123 1.688
H -4.209 -1.102 1.621
H -4.722 -3.298 0.591
H -3.305 -3.156 -0.484
H -5.939 -0.591 0.113
H -6.553 -1.077 -1.485
*
```

Calculated values
Structure (SMILES) = COCCNC(=S)N1CCN(Cc2ccc3c(c2)OCO3)CC1
Total energy = -1411.6278 Eh
Energy relative to the best compared isomer or geometry (same formula, charge and spin) = 3.3782 eV
E_HOMO = -7.82 eV
Orbital gap = 0.3120 hartree

Mulliken atomic charge list, values in e, 2 entries: number 1, C, carries -0.671; number 2, H, carries 0.299



[2]
The following is a quantum chemistry calculation of a structure of composition C16H23N3O5PtS2, from the Open Molecules 2025 dataset.

ORCA input file:
```
! wB97M-V def2-TZVPD RIJCOSX def2/J DEFGRID3
* xyz 0 1
Pt 0.566 0.269 -1.061
N -0.188 3.756 1.522
C 0.142 2.779 0.665
O -0.361 1.656 0.775
C 1.116 3.112 -0.434
C 1.836 1.896 -1.016
H -0.882 3.582 2.234
H 0.186 4.681 1.414
H 1.830 3.855 -0.066
H 0.515 3.608 -1.203
H 2.670 1.599 -0.377
H 2.226 2.107 -2.009
C -2.813 1.008 -4.328
C -1.983 0.520 -3.162
S -0.922 1.630 -2.459
C -2.091 -0.787 -2.708
C -2.976 -1.781 -3.414
S -1.220 -1.392 -1.391
H -2.722 2.087 -4.433
H -3.866 0.767 -4.182
H -2.493 0.548 -5.267
H -3.823 -1.315 -3.912
H -3.344 -2.529 -2.712
H -2.388 -2.307 -4.170
O -1.819 1.658 3.740
C -1.243 0.592 4.455
N -1.905 -0.687 4.262
C -1.371 -1.867 3.809
O -1.861 -2.940 4.090
C -0.157 -1.811 2.917
C 0.948 -2.604 3.180
C 2.029 -2.551 2.319
C 1.960 -1.715 1.215
N 0.885 -0.983 0.933
C -0.158 -1.038 1.765
H -1.514 1.625 2.816
H -1.327 0.864 5.506
H -0.187 0.473 4.215
H -2.780 -0.815 4.749
H 0.952 -3.250 4.049
H 2.916 -3.141 2.494
H 2.785 -1.621 0.518
H -1.026 -0.459 1.488
C 4.133 -1.407 -2.355
O 3.121 -0.659 -1.663
C 1.837 -0.781 -2.158
O 1.587 -1.477 -3.099
H 4.666 -0.743 -3.035
H 3.693 -2.227 -2.916
H 4.820 -1.783 -1.600
*
```

Calculated values
Total energy = -2079.6693 Eh
Energy relative to the best compared isomer or geometry (same formula, charge and spin) = 1.2535 eV
E_HOMO (spin up / spin down) = -6.65 / -6.46 eV
Orbital gap (spin up / spin down) = 0.2291 / 0.2048 hartree

Mulliken atomic charge list, values in e, 2 entries: number 1, Pt, carries 1.145; number 2, N, carries -0.368



[3]
The following is a quantum chemistry calculation of a cluster of 5 separate species, C16H23N4O in total, from the Open Molecules 2025 dataset.

ORCA input file:
```
! wB97M-V def2-TZVPD RIJCOSX def2/J DEFGRID3
* xyz 1 1
O -58.408 35.956 11.268
H -59.089 35.232 10.743
H -57.616 35.690 11.566
H -58.938 36.537 11.866
N -55.645 37.163 6.555
C -55.471 35.982 7.128
C -56.383 35.847 8.171
C -57.309 37.027 7.930
C -56.774 37.815 6.954
H -54.845 37.670 5.892
H -54.668 35.358 6.852
H -56.760 35.193 9.046
H -58.124 37.304 8.500
H -56.976 38.725 6.618
N -55.635 35.745 12.169
C -56.008 35.546 13.452
C -56.366 34.254 13.380
C -56.028 33.638 12.081
C -55.545 34.687 11.351
H -55.212 36.679 11.805
H -55.991 36.454 14.013
H -56.785 33.672 14.258
H -56.271 32.688 11.875
H -55.071 34.476 10.433
N -60.826 34.171 9.318
C -60.908 33.975 10.676
C -59.755 33.476 11.224
C -58.790 33.409 9.911
C -59.572 33.780 8.910
H -61.550 34.592 8.683
H -61.792 33.908 11.172
H -59.454 33.045 12.185
H -57.764 33.189 10.027
H -59.510 33.542 7.865
N -59.886 38.025 12.617
C -60.887 37.064 12.693
C -60.347 36.284 13.715
C -59.052 36.924 14.269
C -58.908 38.043 13.609
H -60.002 38.836 12.040
H -61.659 37.026 11.963
H -60.784 35.388 14.130
H -58.372 36.607 15.063
H -58.205 38.708 13.552
*
```

Calculated values
Total energy = -917.2701 Eh
Energy relative to the best compared isomer or geometry (same formula, charge and spin) = 7.0309 eV
E_HOMO = -11.00 eV
Orbital gap = 0.3234 hartree

Mulliken atomic charge list, values in e, 2 entries: number 1, O, carries -0.402; number 2, H, carries 0.524



[4]
The following is a quantum chemistry calculation of a structure of composition C16H23N4O5P, from the Open Molecules 2025 dataset.

ORCA input file:
```
! wB97M-V def2-TZVPD RIJCOSX def2/J DEFGRID3
* xyz -2 1
O 0.894 0.079 -0.803
H 0.929 1.002 -0.854
H 0.156 0.243 -1.394
H 0.281 0.159 -0.141
P -1.703 1.866 0.002
O -0.977 3.155 0.305
O -1.052 0.675 0.801
O -1.229 1.470 -1.347
O -3.086 1.828 0.336
N 0.439 0.034 2.698
C 0.892 0.996 3.452
C 1.564 0.370 4.601
C 1.734 -1.124 4.078
C 0.874 -1.236 2.997
H -0.186 0.298 1.831
H 0.589 2.104 3.431
H 1.949 0.644 5.568
H 1.998 -2.075 4.569
H 0.481 -2.116 2.320
N -0.994 -0.265 -2.971
C -1.481 -1.479 -2.718
C -1.395 -2.164 -3.824
C -0.612 -1.342 -4.790
C -0.597 -0.115 -4.250
H -1.071 0.575 -2.126
H -1.806 -1.917 -1.676
H -1.587 -3.094 -4.102
H -0.318 -1.705 -5.699
H -0.058 0.791 -4.549
N 1.453 2.982 -0.254
C 1.858 2.839 -1.625
C 3.179 2.943 -1.545
C 3.592 3.296 -0.131
C 2.539 3.090 0.588
H 0.477 2.980 0.203
H 1.072 2.676 -2.423
H 3.990 3.020 -2.554
H 4.506 3.557 0.257
H 2.352 2.920 1.743
N -1.613 -1.709 0.718
C -2.816 -2.114 1.443
C -2.868 -3.434 1.463
C -1.661 -3.992 0.732
C -0.913 -2.874 0.321
H -1.387 -0.692 0.862
H -3.462 -1.446 2.116
H -3.651 -4.018 1.735
H -1.379 -5.073 0.748
H 0.103 -2.597 -0.152
*
```

Calculated values
Total energy = -1559.9179 Eh
E_HOMO = -2.10 eV
Orbital gap = 0.2722 hartree

Mulliken atomic charge list, values in e, 2 entries: number 1, O, carries -0.215; number 2, H, carries 0.152



[5]
The following is a quantum chemistry calculation of an isolated molecule of C16H23N5OS, from the Open Molecules 2025 dataset.

ORCA input file:
```
! wB97M-V def2-TZVPD RIJCOSX def2/J DEFGRID3
* xyz 0 1
C 1.460 2.459 -1.468
H 2.386 2.675 -2.240
O 1.597 1.206 -1.165
C 2.636 0.598 -0.569
C 3.687 1.249 -0.349
C 4.747 0.791 0.418
C 4.805 -0.613 0.759
C 3.785 -1.257 0.134
C 2.588 -0.727 -0.386
N 1.678 -1.713 -0.653
C 0.224 -1.472 -0.489
N -0.422 -0.514 -0.045
H 0.279 0.035 0.031
C -1.722 -0.264 0.133
C -2.420 -0.385 -1.426
N -3.890 -0.064 -1.047
C -3.918 1.126 -0.527
N -3.420 1.307 0.843
C -1.858 1.160 0.626
H -1.573 1.157 1.817
H -1.524 1.806 -0.026
C -4.163 0.453 1.746
N -3.918 -0.871 1.108
C -4.529 -0.951 -0.122
H -5.534 -0.596 -0.482
H -4.255 -1.978 -0.729
C -2.494 -1.536 0.992
H -2.055 -1.177 1.975
H -2.501 -2.399 0.706
H -3.576 0.347 2.665
H -5.096 0.720 1.605
H -5.047 1.515 -0.644
H -3.421 2.061 -1.198
H -2.348 -1.487 -1.770
H -1.959 0.292 -1.954
S -0.447 -2.860 -0.940
H 2.014 -2.582 -1.051
H 3.856 -2.325 0.689
C 6.113 -1.060 1.184
H 6.554 -1.524 0.489
H 5.958 -1.884 2.118
H 6.655 -0.271 1.811
H 5.530 1.483 0.648
H 3.582 2.348 -0.350
H 0.358 2.642 -2.151
H 1.597 3.082 -0.714
*
```

Calculated values
Structure (SMILES) = COc1ccc(C)cc1NC(=S)NC12CN3CN(CN(C3)C1)C2
Total energy = -1370.1564 Eh
Energy relative to the best compared isomer or geometry (same formula, charge and spin) = 15.8604 eV
E_HOMO = -7.51 eV
Orbital gap = 0.2939 hartree

Mulliken atomic charge list, values in e, 2 entries: number 1, C, carries -1.103; number 2, H, carries 0.354



[6]
The following is a quantum chemistry calculation of an isolated molecule of C16H23N7O2S2, from the Open Molecules 2025 dataset.

ORCA input file:
```
! wB97M-V def2-TZVPD RIJCOSX def2/J DEFGRID3
* xyz 0 1
O 4.080 -4.210 3.015
N 1.509 2.945 2.407
N 0.273 -0.903 -0.353
N -0.678 1.173 0.150
N 2.476 0.827 1.977
O -1.477 6.557 -0.108
S -0.821 3.880 1.482
C 2.466 2.035 2.571
C -0.710 0.022 -0.439
C 0.509 2.680 1.598
C 1.282 -0.747 0.484
C 0.405 1.426 0.931
C 1.420 0.498 1.173
N -4.264 -1.097 -2.493
N -1.878 -0.331 -1.111
N 2.152 -1.865 0.551
S 3.766 -4.396 1.553
C -1.433 5.278 -0.809
C -0.316 4.422 -0.201
C -4.289 0.132 -1.684
C -3.398 -2.146 -1.891
C -2.879 0.719 -1.469
C -1.991 -1.632 -1.780
C 3.517 -1.699 1.111
C 1.594 -3.223 0.333
C 4.404 -2.890 0.783
C 2.003 -4.158 1.472
H -1.417 6.453 0.842
H 3.335 2.245 3.188
H -3.880 -0.899 -3.428
H -2.361 4.708 -0.708
H -1.269 5.460 -1.891
H -0.159 3.558 -0.827
H 0.617 4.970 -0.170
H -4.978 0.856 -2.133
H -4.717 -0.133 -0.717
H -3.779 -2.285 -0.890
H -3.440 -3.093 -2.463
H -2.966 1.500 -0.691
H -2.549 1.177 -2.413
H -1.423 -2.418 -1.267
H -1.577 -1.596 -2.797
H 3.441 -1.611 2.206
H 3.889 -0.776 0.669
H 2.015 -3.584 -0.606
H 0.512 -3.184 0.281
H 5.438 -2.736 1.169
H 4.498 -3.055 -0.296
H 1.568 -3.749 2.412
H 1.478 -5.104 1.278
*
```

Calculated values
Total energy = -1953.5944 Eh
Energy relative to the best compared isomer or geometry (same formula, charge and spin) = 0.0000 eV
E_HOMO = -8.40 eV
Orbital gap = 0.2877 hartree

Mulliken atomic charge list, values in e, 2 entries: number 1, O, carries -0.642; number 2, N, carries -0.568